{
  "formula": "C35H38N5O4STi",
  "method": "ωB97M-V/def2-TZVPD",
  "elements": ["Ti", "O", "N", "C", "C", "C", "C", "C", "S", "H", "H", "H", "H", "O", "C", "O", "C", "C", "C", "C", "C", "C", "C", "C", "C", "N", "H", "H", "H", "H", "H", "H", "C", "C", "O", "N", "C", "C", "C", "C", "C", "C", "N", "H", "H", "H", "H", "H", "H", "H", "H", "H", "H", "C", "C", "C", "C", "C", "C", "C", "C", "N", "C", "C", "C", "C", "H", "H", "H", "H", "H", "H", "H", "H", "H", "H", "H", "H", "H", "H", "H", "H", "H", "H"],
  "xyz": [[0.26, 0.37, 0.43], [-0.60, 1.43, 1.77], [-1.62, 2.29, 1.86], [-1.50, 3.28, 2.82], [-2.55, 4.07, 3.15], [-3.82, 3.88, 2.51], [-3.90, 2.87, 1.54], [-2.84, 2.06, 1.20], [-2.88, 0.90, -0.10], [-0.52, 3.33, 3.27], [-2.40, 4.83, 3.90], [-4.67, 4.50, 2.77], [-4.83, 2.70, 1.00], [1.75, 0.05, 3.90], [0.99, -0.40, 3.07], [1.30, -0.40, 1.75], [-0.29, -1.05, 3.39], [-0.51, -1.49, 4.69], [-1.62, -2.25, 4.99], [-2.53, -2.59, 3.92], [-3.65, -3.41, 4.11], [-4.53, -3.70, 3.07], [-4.29, -3.15, 1.81], [-3.19, -2.34, 1.59], [-2.25, -2.05, 2.62], [-1.16, -1.28, 2.36], [0.22, -1.22, 5.45], [-1.82, -2.61, 5.99], [-3.83, -3.82, 5.10], [-5.40, -4.34, 3.24], [-4.98, -3.34, 0.99], [-3.02, -1.89, 0.62], [-2.20, 3.29, -1.48], [-1.59, 1.90, -1.36], [-0.41, 1.85, -0.79], [-1.67, 1.19, -2.63], [-0.66, 0.14, -2.81], [-0.82, -1.11, -1.99], [-1.52, -2.19, -2.51], [-1.61, -3.39, -1.83], [-0.92, -3.49, -0.63], [-0.25, -2.39, -0.15], [-0.24, -1.17, -0.76], [-2.05, 3.84, -0.55], [-3.26, 3.24, -1.71], [-1.67, 3.80, -2.30], [-2.60, 0.83, -2.78], [0.31, 0.57, -2.59], [-0.66, -0.14, -3.86], [-1.97, -2.07, -3.49], [-2.18, -4.22, -2.23], [-0.91, -4.40, -0.06], [0.29, -2.46, 0.78], [2.91, -3.83, -1.76], [3.04, -2.36, -2.10], [3.57, -1.96, -3.33], [3.68, -0.60, -3.61], [4.26, -0.13, -4.93], [3.23, 0.35, -2.69], [2.64, -0.02, -1.46], [2.62, -1.41, -1.19], [2.08, 0.84, -0.52], [2.67, 2.20, -0.38], [2.17, 3.24, -1.43], [2.30, 2.77, 0.99], [4.21, 2.13, -0.39], [3.50, -4.44, -2.45], [1.87, -4.15, -1.82], [3.25, -4.02, -0.74], [3.90, -2.70, -4.06], [4.64, -0.98, -5.51], [5.09, 0.56, -4.76], [3.52, 0.39, -5.53], [3.34, 1.39, -2.96], [2.27, -1.72, -0.21], [1.30, 3.77, -1.05], [1.85, 2.77, -2.36], [2.96, 3.97, -1.66], [1.23, 2.92, 1.08], [2.79, 3.74, 1.12], [2.63, 2.10, 1.79], [4.62, 1.85, -1.36], [4.53, 1.37, 0.34], [4.63, 3.10, -0.10]],
  "mulliken_spin": [0.693, 0.064, 0.222, 0.085, -0.047, 0.398, -0.142, 0.272, -0.008, 0.043, 0.000, 0.057, -0.010, 0.074, 0.028, 0.000, 0.307, -0.137, 0.297, -0.028, 0.050, 0.083, -0.027, 0.132, -0.058, 0.229, -0.015, 0.030, -0.006, 0.019, 0.008, 0.033, 0.018, 0.008, 0.025, 0.024, 0.005, 0.119, -0.058, 0.128, -0.046, 0.151, -0.045, -0.006, -0.002, -0.001, -0.001, -0.002, 0.005, -0.001, 0.009, -0.003, -0.005, 0.002, -0.003, 0.000, 0.003, 0.000, 0.005, -0.007, 0.044, -0.003, -0.004, 0.002, 0.015, -0.001, 0.000, 0.002, 0.000, 0.000, 0.000, 0.000, 0.000, 0.000, -0.013, -0.001, -0.002, 0.001, -0.010, 0.001, 0.000, 0.000, 0.000, 0.000],
  "e_lumo_ev": [4.44, 4.43],
  "spin_multiplicity": 4,
  "charge": -2,
  "max_force_ev_per_a": 2.298,
  "de_lowest_kcal_mol": 44.06,
  "homo_lumo_gap_ev": [3.72, 6.15]
}

***

{
  "formula": "C35H38N6O2PSV",
  "method": "ωB97M-V/def2-TZVPD",
  "elements": ["V", "C", "C", "C", "C", "C", "C", "C", "N", "N", "C", "C", "C", "C", "C", "C", "N", "C", "C", "C", "C", "C", "C", "N", "H", "H", "H", "H", "H", "H", "H", "H", "H", "H", "H", "H", "H", "H", "H", "H", "H", "H", "H", "H", "O", "C", "O", "C", "P", "C", "C", "C", "C", "C", "C", "C", "C", "C", "C", "C", "C", "H", "H", "H", "H", "H", "H", "H", "H", "H", "H", "H", "H", "C", "N", "C", "N", "S", "H", "H", "H", "H", "H", "H"],
  "xyz": [[0.11, -0.48, -0.40], [1.29, -3.18, -0.88], [-0.09, -3.61, -1.41], [-1.21, -3.08, -0.55], [-2.21, -4.01, -0.23], [-3.24, -3.73, 0.66], [-3.28, -2.43, 1.16], [-2.29, -1.56, 0.81], [-1.26, -1.86, -0.01], [1.63, -1.73, -1.16], [3.02, -1.54, -0.66], [3.57, -0.10, -0.79], [4.53, 0.28, 0.15], [5.05, 1.54, 0.04], [4.73, 2.30, -1.09], [3.77, 1.88, -1.95], [3.25, 0.63, -1.84], [1.63, -1.53, -2.64], [0.32, -1.09, -3.25], [0.09, -1.35, -4.58], [-1.17, -1.10, -5.16], [-2.11, -0.48, -4.38], [-1.76, -0.19, -3.05], [-0.64, -0.58, -2.45], [2.11, -3.79, -1.26], [1.33, -3.27, 0.23], [-0.18, -4.71, -1.29], [-0.28, -3.40, -2.48], [-2.14, -4.99, -0.72], [-3.99, -4.50, 0.95], [-4.04, -2.04, 1.85], [-2.23, -0.59, 1.32], [3.72, -2.25, -1.10], [2.95, -1.71, 0.42], [4.85, -0.38, 0.96], [5.72, 2.01, 0.76], [5.16, 3.28, -1.22], [3.41, 2.54, -2.75], [1.80, -2.48, -3.14], [2.47, -0.88, -2.94], [0.95, -1.66, -5.19], [-1.40, -1.34, -6.24], [-3.11, -0.17, -4.74], [-2.45, 0.34, -2.39], [1.24, 3.59, -3.14], [0.72, 2.76, -2.35], [1.09, 1.55, -2.28], [-0.26, 3.28, -1.33], [-0.79, 1.99, -0.09], [-2.52, 2.36, 0.27], [-2.96, 3.65, 0.70], [-4.27, 3.93, 0.98], [-5.24, 2.92, 0.78], [-4.85, 1.63, 0.44], [-3.53, 1.37, 0.13], [0.06, 2.66, 1.37], [-0.60, 2.71, 2.61], [-0.09, 3.36, 3.72], [1.24, 3.80, 3.64], [1.91, 3.79, 2.42], [1.30, 3.30, 1.26], [-1.22, 3.60, -1.80], [0.07, 4.18, -0.80], [-2.24, 4.47, 0.81], [-4.56, 4.90, 1.34], [-6.31, 3.14, 0.91], [-5.61, 0.85, 0.40], [-3.23, 0.39, -0.27], [-1.58, 2.25, 2.69], [-0.69, 3.46, 4.65], [1.70, 4.16, 4.55], [2.90, 4.22, 2.37], [1.75, 3.49, 0.24], [-0.02, -3.51, 4.46], [0.05, -2.35, 3.57], [1.01, -2.07, 2.71], [2.02, -2.98, 2.53], [0.93, -0.49, 1.94], [-0.98, -3.48, 5.00], [0.83, -3.46, 5.17], [0.03, -4.45, 3.93], [-0.72, -1.67, 3.70], [2.17, -3.65, 3.31], [2.86, -2.65, 2.08]],
  "mulliken_spin": [2.697, 0.076, 0.032, 0.119, -0.014, 0.033, -0.016, 0.097, -0.185, -0.116, 0.062, 0.027, 0.005, -0.003, 0.004, -0.003, -0.001, -0.006, 0.048, 0.004, 0.008, 0.002, 0.065, -0.122, 0.005, -0.024, 0.002, 0.000, 0.000, 0.001, 0.000, -0.001, -0.003, -0.018, 0.001, 0.000, 0.000, 0.000, 0.003, 0.000, 0.000, 0.000, 0.000, -0.011, 0.000, 0.014, 0.020, -0.010, 0.193, -0.027, -0.004, 0.000, 0.000, 0.003, 0.010, -0.015, 0.016, 0.002, 0.000, 0.000, -0.011, -0.001, -0.001, 0.000, 0.000, 0.000, 0.000, 0.042, 0.002, 0.000, 0.000, 0.000, 0.000, 0.002, 0.000, -0.001, 0.000, 0.000, 0.000, 0.000, 0.000, 0.002, 0.000, 0.002],
  "e_lumo_ev": [-2.51, -2.73],
  "spin_multiplicity": 4,
  "charge": 1,
  "max_force_ev_per_a": 3.123,
  "de_lowest_kcal_mol": 57.30,
  "homo_lumo_gap_ev": [7.26, 7.07]
}